Record 1
Molecular formula: C3H3N3O
Method: DFT, the ωB97M-V functional and the def2-TZVPD basis

Geometry as XYZ:
```
10
Properties=species:S:1:pos:R:3:nbo_charge:R:1
O 0.980 1.202 -0.042 -0.6832
C 0.164 0.000 1.259 0.6642
N -1.146 0.155 1.090 -0.4800
N -1.445 -0.186 -0.299 -0.2057
C -0.403 -0.423 -0.986 0.0408
C 1.032 -0.056 -0.425 0.2131
N 0.950 -0.899 0.937 -0.3725
H -1.582 1.034 1.339 0.4177
H -0.548 -0.691 -2.028 0.2275
H 1.878 -0.415 -1.039 0.1781
```

Energy (eV): -9671.6128
ΔE to the lowest compared entry with this formula, charge and spin (kcal/mol): 134.7
HOMO (Eh): -0.3527
Kohn-Sham gap (eV): 8.918


Record 2
Molecular formula: C4H8O2
Method: DFT, the ωB97M-V functional and the def2-TZVPD basis

Geometry as XYZ:
```
14
Properties=species:S:1:pos:R:3:nbo_charge:R:1
C 0.994 -1.965 -0.086 -0.6682
C 0.919 -0.401 0.242 -0.5504
C -0.459 0.108 -0.211 0.5282
C -0.954 1.540 0.158 -0.1585
H 2.252 -2.004 -0.023 0.2209
H 0.539 -2.763 1.012 0.2080
H 0.270 -2.462 -1.264 0.3073
H 1.345 0.109 1.371 0.2483
H 1.733 0.078 -0.656 0.2390
H -1.217 1.561 1.315 0.1833
H 0.010 2.142 0.069 0.1766
H -2.331 2.746 -0.220 0.4707
O -1.101 -0.594 -1.014 -0.5334
O -2.001 1.906 -0.694 -0.6721
```

Energy (eV): -8367.2772
ΔE to the lowest compared entry with this formula, charge and spin (kcal/mol): 138.5
HOMO (Eh): -0.3536
Kohn-Sham gap (eV): 10.242


Record 3
Molecular formula: C10H16O
Method: DFT, the ωB97M-V functional and the def2-TZVPD basis

Geometry as XYZ:
```
27
Properties=species:S:1:pos:R:3:nbo_charge:R:1
C -0.058 2.032 2.990 -0.6226
C 0.133 1.499 1.652 -0.0515
C 0.699 0.272 1.399 -0.2077
C 1.222 -0.122 0.068 -0.2413
C 1.097 0.862 -0.937 0.2634
O 1.713 0.482 -2.107 -0.7280
C 0.354 2.077 -0.791 -0.2556
C -0.040 2.459 0.565 -0.1798
H -1.098 2.488 3.203 0.2213
H 0.927 2.692 2.986 0.2315
H 0.015 1.376 3.737 0.2090
H 0.801 -0.535 2.207 0.2115
H 1.799 -1.002 -0.174 0.2286
H 1.163 -0.073 -2.747 0.4884
H 0.366 2.909 -1.519 0.2276
H -0.612 3.312 0.663 0.2044
C -2.261 -1.748 -0.978 -0.6232
C -1.679 -2.892 -0.348 -0.4023
C -0.431 -3.454 -1.099 -0.6242
H -2.605 -1.078 -0.219 0.2208
H -1.606 -1.368 -1.837 0.2027
H -3.236 -1.738 -1.583 0.2075
H -1.382 -2.539 0.745 0.1840
H -2.329 -3.631 -0.095 0.2050
H -0.339 -4.576 -1.087 0.2144
H -0.155 -3.041 -2.027 0.2045
H 0.369 -2.957 -0.527 0.2117
```

Energy (eV): -12673.7181
ΔE to the lowest compared entry with this formula, charge and spin (kcal/mol): 92.4
HOMO (Eh): -0.3153
SMILES string: Cc1ccc(O)cc1.CCC
Kohn-Sham gap (eV): 9.383


Record 4
Molecular formula: C5H12NO
Method: DFT, the ωB97M-V functional and the def2-TZVPD basis

Geometry as XYZ:
```
19
Properties=species:S:1:pos:R:3:nbo_charge:R:1
C -0.821 -0.222 -0.390 0.3799
C -2.120 0.475 0.074 -0.6697
C -0.897 -1.698 -0.081 -0.6724
C 0.543 1.920 -0.030 -0.4418
C 2.481 -0.580 -0.164 -0.1017
N 0.412 0.504 -0.370 -0.0309
O -0.174 0.161 -1.578 -0.3066
H -2.784 -0.153 0.571 0.2469
H -2.697 0.994 -0.744 0.2617
H -1.888 1.337 0.674 0.2325
H 0.086 -2.077 -0.220 0.2109
H -1.577 -2.260 -0.834 0.2738
H -1.115 -2.135 0.988 0.2674
H 1.573 2.262 -0.068 0.2404
H -0.228 2.402 -0.599 0.2444
H 0.375 1.939 1.047 0.2348
H 3.040 0.178 0.261 0.1965
H 2.181 -1.430 0.395 0.2102
H 2.610 -0.711 -1.245 0.2238
```

Energy (eV): -8904.9310
ΔE to the lowest compared entry with this formula, charge and spin (kcal/mol): 131.4
HOMO (alpha / beta) (Eh): -0.5518 / -0.5518
Net charge: +1
Kohn-Sham gap (alpha / beta) (eV): 8.918 / 8.919


Record 5
Molecular formula: C22H28N2O2P2Pd
Method: DFT, the ωB97M-V functional and the def2-TZVPD basis

Geometry as XYZ:
```
57
Properties=species:S:1:pos:R:3:lowdin_spin:R:1
Pd -0.062 0.018 -0.026 1.3988
C 1.053 1.342 -3.254 0.0268
P -0.425 0.979 -2.265 0.1245
C -1.444 2.484 -2.303 0.0247
C -1.383 -0.233 -3.217 0.0073
C -1.740 0.057 -4.534 0.0025
C -2.516 -0.829 -5.261 0.0005
C -2.949 -2.012 -4.679 0.0003
C -2.592 -2.314 -3.376 0.0030
C -1.806 -1.431 -2.637 0.0083
P -1.289 -1.888 -0.960 0.1307
C -2.786 -2.469 -0.113 0.0295
C -0.240 -3.355 -1.191 0.0241
H 0.789 1.831 -4.192 0.0062
H 1.569 0.408 -3.476 0.0001
H 1.729 1.989 -2.695 0.0013
H -1.708 2.735 -3.330 0.0058
H -0.914 3.327 -1.860 0.0004
H -2.360 2.311 -1.737 0.0008
H -1.415 0.981 -4.998 0.0003
H -2.788 -0.594 -6.282 0.0002
H -3.562 -2.702 -5.244 0.0002
H -2.929 -3.246 -2.938 0.0004
H -3.166 -3.383 -0.568 0.0067
H -3.553 -1.697 -0.169 0.0001
H -2.567 -2.663 0.937 0.0012
H -0.771 -4.106 -1.777 0.0058
H 0.037 -3.785 -0.229 0.0005
H 0.669 -3.071 -1.722 0.0009
O 2.147 -0.829 6.636 0.0002
C 1.495 -1.902 6.003 -0.0004
C 1.100 -1.472 4.619 -0.0023
C 0.407 -2.334 3.776 0.0020
C 0.072 -1.896 2.514 0.0068
N 0.379 -0.675 2.061 0.0766
C 1.043 0.167 2.867 0.0072
C 1.419 -0.208 4.146 0.0027
C 1.360 1.508 2.309 0.0068
C 1.926 2.510 3.071 0.0025
C 2.225 3.741 2.495 -0.0022
C 2.820 4.832 3.356 -0.0003
O 3.731 4.311 4.298 0.0000
C 1.949 3.915 1.148 0.0019
C 1.367 2.872 0.451 0.0061
N 1.072 1.699 1.010 0.0756
H 2.421 -1.089 7.522 0.0000
H 0.590 -2.210 6.539 -0.0001
H 2.142 -2.783 5.921 -0.0001
H 0.133 -3.332 4.093 0.0005
H -0.465 -2.542 1.834 0.0019
H 1.966 0.458 4.795 0.0006
H 2.156 2.362 4.116 0.0006
H 2.011 5.289 3.931 -0.0001
H 3.256 5.613 2.731 0.0000
H 4.615 4.275 3.918 0.0000
H 2.174 4.844 0.640 0.0005
H 1.138 2.980 -0.602 0.0016
```

Energy (eV): -52387.5188
ΔE to the lowest compared entry with this formula, charge and spin (kcal/mol): 0.0
HOMO (alpha / beta) (Eh): -0.4919 / -0.5442
Net charge: +2
Kohn-Sham gap (alpha / beta) (eV): 7.400 / 5.760
Multiplicity: 3


Record 6
Molecular formula: C16H15N5S
Method: DFT, the ωB97M-V functional and the def2-TZVPD basis

Geometry as XYZ:
```
37
Properties=species:S:1:pos:R:3:nbo_charge:R:1
C 1.708 0.845 -3.333 -0.3622
C 0.725 1.182 -2.522 -0.1914
C 0.096 0.238 -1.539 -0.2609
N -0.099 0.862 -0.254 -0.3560
C 0.806 1.595 0.467 0.1414
S 2.498 1.743 0.053 0.2555
C 3.107 0.494 1.276 -0.5180
C 2.553 -0.832 0.892 -0.0788
C 3.162 -1.611 -0.089 -0.1694
C 2.547 -2.781 -0.502 -0.2576
C 1.325 -3.115 0.063 0.0223
N 0.738 -2.387 0.999 -0.4230
C 1.343 -1.288 1.413 0.0283
N 0.252 2.076 1.544 -0.2737
N -1.020 1.681 1.559 -0.2693
C -1.240 0.951 0.494 0.3061
C -2.496 0.279 0.196 -0.0459
C -2.526 -1.073 -0.145 -0.2488
C -3.759 -1.653 -0.398 0.0398
N -4.904 -0.996 -0.332 -0.4089
C -4.872 0.279 0.016 0.0397
C -3.703 0.967 0.293 -0.2227
H 2.122 1.541 -4.041 0.2060
H 2.140 -0.142 -3.320 0.1910
H 0.302 2.177 -2.539 0.2077
H 0.717 -0.657 -1.426 0.2222
H -0.892 -0.067 -1.904 0.2392
H 2.777 0.824 2.260 0.2459
H 4.192 0.533 1.198 0.2352
H 4.097 -1.291 -0.526 0.2186
H 2.997 -3.410 -1.254 0.2236
H 0.785 -4.001 -0.245 0.1964
H 0.831 -0.739 2.194 0.2078
H -1.622 -1.663 -0.168 0.2352
H -3.835 -2.698 -0.667 0.1941
H -5.834 0.771 0.073 0.1956
H -3.711 2.006 0.579 0.2351
```

Energy (eV): -35120.1750
ΔE to the lowest compared entry with this formula, charge and spin (kcal/mol): 51.3
HOMO (Eh): -0.3313
SMILES string: C=CCn1c(SCc2cccnc2)nnc1-c1ccncc1
Kohn-Sham gap (eV): 9.440


Record 7
Molecular formula: H14O6S2
Method: DFT, the ωB97M-V functional and the def2-TZVPD basis

Geometry as XYZ:
```
22
Properties=species:S:1:pos:R:3:nbo_charge:R:1
S -2.027 -0.697 -0.668 -0.1784
S -3.485 0.006 0.651 -0.1296
H -1.681 0.523 -1.127 0.1820
H -2.785 -0.192 1.783 0.1221
O 2.818 0.332 0.677 -0.9363
H 1.971 0.200 1.151 0.5244
H 2.950 1.283 0.734 0.5145
O 3.262 -2.622 0.325 -0.9561
H 3.294 -1.744 0.733 0.4858
H 3.990 -2.610 -0.322 0.4686
O -0.116 1.709 -1.600 -0.9419
H 0.099 2.277 -2.353 0.4875
H 0.544 1.001 -1.684 0.5206
O 1.767 -0.054 -1.290 -1.0192
H 1.840 -1.012 -1.230 0.4860
H 2.171 0.270 -0.471 0.4660
O 1.106 2.521 0.186 -1.0206
H 0.585 2.095 -0.521 0.4612
H 0.684 3.381 0.172 0.4578
O 0.455 -0.825 1.640 -0.9644
H -0.337 -1.125 1.194 0.4924
H 0.423 -1.296 2.481 0.4775
```

Energy (eV): -34182.2771
ΔE to the lowest compared entry with this formula, charge and spin (kcal/mol): 31.0
HOMO (Eh): -0.3437
SMILES string: SS.O.O.O.O.O.O
Kohn-Sham gap (eV): 9.690


Record 8
Molecular formula: C66H162N14O6
Method: DFT, the ωB97M-V functional and the def2-TZVPD basis

Geometry as XYZ:
```
248
Properties=species:S:1:pos:R:3:mulliken_charge:R:1
C -4.026 -6.246 2.258 -1.2408
C -4.075 -6.871 0.878 -0.7555
N -3.491 -6.016 -0.175 1.5281
C -2.057 -5.821 0.123 -0.7226
C -1.316 -4.905 -0.834 -0.2060
C -3.714 -6.568 -1.514 0.4477
C -3.167 -7.962 -1.788 -1.5791
H -4.328 -5.200 2.259 0.1373
H -3.036 -6.318 2.717 0.3173
H -4.635 -6.812 2.967 0.4510
H -3.649 -7.882 0.865 0.4881
H -5.120 -6.980 0.558 0.4786
H -1.990 -5.306 1.075 -0.6360
H -1.563 -6.791 0.243 0.3977
H -1.275 -5.336 -1.842 0.3474
H -1.828 -3.948 -0.960 -0.3959
H -0.279 -4.727 -0.557 0.3161
H -3.244 -5.870 -2.211 -0.5665
H -4.776 -6.478 -1.762 0.3013
H -3.119 -8.171 -2.857 0.4718
H -3.743 -8.716 -1.252 0.3368
H -2.124 -8.051 -1.474 0.2924
C 3.160 3.710 -1.219 -1.0604
C 3.422 4.107 0.227 -0.8971
N 2.192 4.231 0.984 1.3053
C 1.385 5.398 0.576 -0.1015
C 0.111 5.507 1.394 -1.3241
C 2.405 4.166 2.423 0.7762
C 3.322 5.244 2.985 -1.5171
H 2.449 2.885 -1.290 -0.0102
H 4.071 3.424 -1.746 0.3938
H 2.710 4.535 -1.779 0.3855
H 3.931 3.213 0.615 0.3457
H 4.135 4.934 0.340 0.3702
H 1.983 6.318 0.572 0.3543
H 1.084 5.171 -0.450 -0.0322
H -0.576 6.199 0.898 0.5339
H -0.413 4.583 1.625 0.0337
H 0.292 6.040 2.335 0.4368
H 2.817 3.179 2.660 0.1635
H 1.462 4.161 2.967 -0.9555
H 4.379 5.006 2.834 0.4354
H 3.247 5.331 4.074 0.1932
H 3.130 6.250 2.609 0.2596
C 3.045 -1.004 -3.303 0.6710
C 2.581 -1.584 -4.653 -1.5765
N 2.184 -0.589 -5.654 0.4724
C 0.974 0.147 -5.261 1.0537
C 0.206 0.587 -6.509 -1.6992
C 3.264 0.309 -6.017 -0.3327
C 4.379 -0.421 -6.763 -1.4053
H 4.076 -0.660 -3.357 -0.0537
H 2.955 -1.808 -2.567 0.1069
H 2.340 -0.237 -2.979 -0.1260
H 3.290 -2.288 -5.091 0.6026
H 1.695 -2.203 -4.480 0.1845
H 0.377 -0.513 -4.656 -1.1319
H 1.213 1.004 -4.614 0.1794
H -0.795 0.884 -6.177 0.4252
H 0.649 1.479 -6.946 0.4816
H 0.055 -0.231 -7.208 0.3245
H 3.713 0.841 -5.161 0.1998
H 2.877 1.065 -6.702 0.4296
H 4.935 -1.086 -6.095 0.2332
H 5.132 0.223 -7.216 0.4394
H 3.937 -1.068 -7.523 0.3567
C -2.022 -0.134 -3.821 0.4198
C -2.832 -1.268 -3.216 1.0754
N -2.889 -2.455 -4.049 0.0410
C -3.812 -3.475 -3.577 0.2899
C -5.224 -2.956 -3.288 -1.5332
C -1.562 -3.029 -4.278 1.1627
C -1.541 -4.272 -5.160 -1.8183
H -0.977 -0.358 -3.879 -1.1672
H -2.130 0.757 -3.208 -0.7181
H -2.408 0.117 -4.808 0.6233
H -2.524 -1.492 -2.181 -0.5753
H -3.850 -0.891 -3.098 0.7281
H -3.451 -3.926 -2.635 -0.5143
H -3.942 -4.257 -4.325 0.6323
H -5.700 -2.529 -4.172 0.3493
H -5.243 -2.225 -2.481 0.1167
H -5.827 -3.808 -2.965 0.4275
H -0.913 -2.270 -4.712 -0.1293
H -1.121 -3.268 -3.291 -0.5055
H -2.225 -4.140 -6.000 0.3950
H -0.529 -4.377 -5.551 0.4798
H -1.818 -5.169 -4.610 0.2609
C -1.044 1.387 1.477 0.5303
C -0.593 -0.038 1.804 0.9053
N 0.609 -0.460 1.087 1.3207
C 1.807 0.254 1.528 0.9449
C 3.113 -0.500 1.372 -1.7623
C 0.522 -0.391 -0.372 -0.2099
C -0.501 -1.391 -0.921 1.5257
H -0.306 2.136 1.772 -0.8060
H -1.943 1.621 2.056 0.0944
H -1.308 1.502 0.428 -0.0319
H -0.462 -0.119 2.885 -0.0003
H -1.373 -0.769 1.567 -0.7760
H 1.833 1.276 1.115 -0.2078
H 1.692 0.474 2.597 -0.2016
H 3.119 -1.398 1.994 0.1270
H 3.324 -0.782 0.344 -0.2355
H 3.934 0.093 1.780 0.7091
H 1.475 -0.685 -0.810 -0.1773
H 0.269 0.620 -0.721 -0.3762
H -0.167 -2.393 -0.648 -1.3816
H -0.571 -1.287 -1.999 0.4494
H -1.508 -1.308 -0.509 -0.6892
C -8.316 2.749 0.592 -1.4163
C -7.133 2.926 1.545 -0.2535
N -5.819 2.717 0.959 0.5459
C -4.788 3.034 1.939 0.8379
C -4.520 4.558 2.010 -0.4516
C -5.687 1.318 0.514 -0.8833
C -4.481 1.054 -0.381 1.5392
H -8.510 1.722 0.292 0.3122
H -8.123 3.287 -0.344 0.3160
H -9.203 3.207 1.030 0.4259
H -7.232 3.909 2.003 0.3817
H -7.293 2.160 2.329 0.3161
H -4.986 2.664 2.958 0.4093
H -3.826 2.609 1.659 -1.1441
H -3.819 4.686 2.842 0.1435
H -4.034 4.907 1.113 0.0615
H -5.414 5.132 2.248 0.3657
H -6.565 1.178 -0.122 0.2381
H -5.793 0.573 1.314 0.4180
H -4.581 0.101 -0.895 -0.3053
H -3.636 0.975 0.318 -0.4009
H -4.201 1.857 -1.050 -0.7665
C 9.182 1.413 -2.032 -1.1093
C 8.345 0.201 -2.426 -0.7039
N 7.030 0.452 -2.994 0.2520
C 7.048 1.239 -4.227 0.0948
C 7.869 0.558 -5.318 -1.6232
C 6.104 1.016 -2.026 -0.6427
C 5.736 0.066 -0.899 -0.6101
H 10.185 1.110 -1.731 0.4289
H 8.760 1.990 -1.204 0.2562
H 9.285 2.138 -2.842 0.2632
H 8.934 -0.359 -3.160 0.4810
H 8.287 -0.550 -1.635 0.4389
H 6.034 1.297 -4.629 -0.0155
H 7.388 2.260 -4.005 0.3761
H 8.937 0.595 -5.104 0.4063
H 7.541 -0.472 -5.449 0.2962
H 7.708 1.068 -6.271 0.4502
H 5.184 1.333 -2.525 0.0842
H 6.503 1.953 -1.595 0.6412
H 6.583 -0.093 -0.230 0.4430
H 5.340 -0.884 -1.258 0.1973
H 4.950 0.527 -0.302 -0.3798
C -3.405 6.595 -4.348 -1.2583
C -3.425 5.711 -3.105 -0.4381
N -2.454 4.628 -3.161 0.2260
C -1.062 5.015 -3.135 -0.6217
C -0.112 3.838 -3.314 -0.8211
C -2.808 3.567 -2.209 -0.6831
C -2.640 3.947 -0.738 1.6872
H -4.019 6.087 -5.094 0.2983
H -2.419 6.799 -4.755 0.3230
H -3.878 7.563 -4.174 0.3698
H -3.224 6.323 -2.205 0.2192
H -4.420 5.307 -2.922 0.3747
H -0.810 5.579 -2.220 0.1697
H -0.892 5.671 -3.990 0.4825
H -0.034 3.212 -2.420 -0.2354
H 0.896 4.183 -3.547 0.6914
H -0.464 3.204 -4.131 0.4027
H -3.847 3.304 -2.399 0.6963
H -2.164 2.713 -2.394 -1.2285
H -2.996 3.127 -0.120 -1.1422
H -1.607 4.109 -0.416 -0.7842
H -3.196 4.841 -0.473 0.6205
C -4.292 -2.330 0.742 1.4012
C -5.685 -2.795 0.356 -0.1681
O -6.610 -1.999 0.281 -0.7704
N -5.793 -4.125 0.147 0.3358
C -7.075 -4.734 -0.113 -1.2598
H -3.870 -2.923 1.553 -0.5991
H -4.401 -1.333 1.159 -0.2361
H -3.653 -2.354 -0.143 -0.0458
H -4.956 -4.717 0.195 -0.1118
H -7.785 -3.988 -0.465 0.3873
H -7.500 -5.217 0.770 0.3272
H -6.998 -5.468 -0.918 0.3722
C 1.205 -0.574 5.499 -0.4138
C 2.209 0.545 5.454 0.4025
O 1.919 1.605 4.903 -0.5328
N 3.383 0.343 6.072 -0.1942
C 4.443 1.346 6.171 -0.7015
H 0.272 -0.136 5.855 0.0723
H 1.485 -1.379 6.176 0.6342
H 1.021 -0.924 4.483 -0.0978
H 3.586 -0.525 6.536 0.2759
H 3.986 2.329 6.088 -0.0073
H 5.235 1.207 5.440 0.1845
H 4.801 1.279 7.199 0.4449
C -2.532 -0.868 5.052 0.1840
C -3.614 -1.931 5.000 -0.1456
O -3.724 -2.626 4.001 -0.4095
N -4.468 -2.071 6.035 -0.1690
C -4.519 -1.345 7.299 -0.9105
H -2.582 -0.411 4.064 -0.3382
H -1.596 -1.414 5.152 -0.0188
H -2.677 -0.086 5.791 0.5148
H -5.208 -2.750 5.970 0.3289
H -5.560 -1.277 7.610 0.3440
H -4.093 -0.347 7.267 0.3051
H -3.996 -1.912 8.075 0.2905
C -0.800 3.818 4.860 -0.2397
C 0.121 4.744 5.628 0.5260
O -0.216 5.879 5.923 -0.7097
N 1.261 4.168 6.077 0.1527
C 2.249 4.927 6.796 -0.9802
H -0.961 2.840 5.320 0.2772
H -0.356 3.576 3.890 -0.2799
H -1.771 4.280 4.705 0.3069
H 1.429 3.200 5.829 0.2174
H 1.849 5.257 7.758 0.3155
H 2.538 5.831 6.253 0.3233
H 3.189 4.399 6.947 0.2529
C 2.251 -3.954 0.478 -0.4325
C 1.048 -4.349 1.291 0.4946
O 0.801 -5.531 1.505 -0.6954
N 0.229 -3.349 1.687 0.8612
C -0.889 -3.589 2.556 0.3360
H 2.056 -3.037 -0.083 -0.4283
H 2.537 -4.745 -0.211 0.4099
H 3.118 -3.775 1.117 0.3535
H 0.507 -2.379 1.522 -0.2586
H -1.843 -3.633 2.029 -0.6886
H -0.935 -2.826 3.334 -0.4210
H -0.868 -4.542 3.086 0.6131
C 6.868 -0.971 3.600 -0.7479
C 6.904 -2.249 2.781 0.5859
O 5.931 -2.633 2.156 -0.5866
N 8.076 -2.923 2.774 -0.2242
C 8.303 -4.115 1.984 -0.8407
H 6.159 -0.291 3.130 -0.0183
H 7.845 -0.493 3.662 0.4376
H 6.490 -1.183 4.601 0.3329
H 8.891 -2.519 3.202 0.2231
H 8.663 -3.873 0.983 0.2570
H 7.368 -4.668 1.909 0.2742
H 9.004 -4.780 2.485 0.3371
```

Energy (eV): -104217.3137
ΔE to the lowest compared entry with this formula, charge and spin (kcal/mol): 0.0
HOMO (Eh): -0.2921
Kohn-Sham gap (eV): 8.038